No. 1
This record from OMol25 describes a structure of composition C38H30N3P3PtSe4. The level of theory is the ωB97M-V functional and the def2-TZVPD basis.

Summary:
Energy in eV: -336865.071
Total charge: 0

Cartesian coordinates (Å):
Pt 0.0796 0.0750 -0.0722
Se -0.9869 -7.1417 -0.7834
P 0.2618 -5.7066 -1.6547
C 2.0111 -6.1013 -1.4063
C 2.8286 -5.3384 -0.5825
C 4.1170 -5.7685 -0.2899
C 4.5954 -6.9517 -0.8269
C 3.7786 -7.7226 -1.6465
C 2.4870 -7.3095 -1.9209
C -0.0393 -5.6038 -3.4464
C 0.9235 -5.8294 -4.4205
C 0.5826 -5.7650 -5.7677
C -0.7200 -5.4808 -6.1431
C -1.6919 -5.2683 -5.1703
C -1.3562 -5.3353 -3.8295
C 0.0012 -4.0100 -1.0432
C 0.5638 -2.7378 -1.2050
N -0.1714 -1.9239 -0.4066
N -1.1270 -2.6236 0.1819
N -1.0301 -3.8719 -0.1789
P 1.7509 -1.8124 -2.1851
Se 2.3825 -0.1440 -0.9721
C 0.9099 -1.2675 -3.6845
C 1.2134 -0.0234 -4.2306
C 0.5917 0.3820 -5.4011
C -0.3328 -0.4467 -6.0227
C -0.6421 -1.6822 -5.4725
C -0.0246 -2.0932 -4.3013
C 3.1786 -2.7836 -2.6985
C 3.1330 -3.5373 -3.8663
C 4.2404 -4.2744 -4.2562
C 5.4017 -4.2370 -3.4988
C 5.4601 -3.4584 -2.3513
C 4.3504 -2.7360 -1.9457
H 2.4546 -4.4221 -0.1431
H 4.7431 -5.1751 0.3644
H 5.5996 -7.2846 -0.5966
H 4.1414 -8.6589 -2.0506
H 1.8279 -7.9392 -2.5065
H 1.9434 -6.0495 -4.1349
H 1.3379 -5.9448 -6.5227
H -0.9835 -5.4348 -7.1922
H -2.7145 -5.0603 -5.4585
H -2.1133 -5.1933 -3.0665
H 1.9220 0.6249 -3.7309
H 0.8230 1.3512 -5.8229
H -0.8208 -0.1233 -6.9332
H -1.3700 -2.3286 -5.9446
H -0.2874 -3.0469 -3.8638
H 2.2403 -3.5438 -4.4770
H 4.1990 -4.8686 -5.1604
H 6.2666 -4.8098 -3.8077
H 6.3694 -3.4202 -1.7659
H 4.3901 -2.1352 -1.0458
Se -1.1664 0.0384 2.1038
P -1.1159 2.2057 1.9520
Se 0.2146 2.4885 0.2432
C -0.4781 2.9904 3.4481
C -1.0858 4.1037 4.0191
C -0.5319 4.6877 5.1513
C 0.6238 4.1640 5.7077
C 1.2355 3.0543 5.1346
C 0.6886 2.4679 4.0074
C -2.7517 2.9218 1.6855
C -3.0166 3.7499 0.6028
C -4.2927 4.2736 0.4330
C -5.2966 3.9658 1.3371
C -5.0338 3.1290 2.4160
C -3.7655 2.6041 2.5896
H -1.9860 4.5187 3.5846
H -1.0071 5.5521 5.5961
H 1.0519 4.6198 6.5914
H 2.1384 2.6462 5.5693
H 1.1545 1.5999 3.5566
H -2.2317 3.9727 -0.1084
H -4.5007 4.9161 -0.4124
H -6.2912 4.3699 1.1987
H -5.8210 2.8787 3.1150
H -3.5634 1.9353 3.4184

=====

No. 2
This record from OMol25 describes a structure of composition C38H30N5OPPtS2. The level of theory is the ωB97M-V functional and the def2-TZVPD basis.

Summary:
Energy in eV: -83585.272
Total charge: +2
ΔE to the lowest compared entry with this formula, charge and spin in kcal per mole: 49.16

Cartesian coordinates (Å):
Pt -0.3573 1.1002 1.2214
N 1.1864 0.2659 5.1859
C 1.0331 0.6639 3.9231
S -0.6326 1.1146 3.4703
N 2.0779 0.7669 3.1482
N 1.7228 1.1944 1.9085
C 2.6063 1.5251 1.0546
C 2.1219 2.0290 -0.2361
C 2.9752 2.5322 -1.1978
C 2.4395 3.1058 -2.3443
C 1.0651 3.1674 -2.4897
C 0.2672 2.6277 -1.4962
N 0.7804 2.0608 -0.4033
H 0.4093 0.2256 5.8221
H 2.1172 0.1123 5.5401
H 3.6638 1.4865 1.2965
H 4.0439 2.4910 -1.0348
H 3.0904 3.5130 -3.1064
H 0.6086 3.6213 -3.3575
H -0.8117 2.6449 -1.5732
S -3.8833 3.6737 0.6764
C -2.5093 4.7155 0.9464
C -2.4755 6.1071 0.9908
C -1.2696 6.7121 1.2766
C -0.1161 5.9538 1.5188
C -0.1460 4.5760 1.4694
C -1.3603 3.9644 1.1750
N -1.6179 2.5917 1.0960
C -2.8889 2.3079 0.8669
C -3.2364 0.9176 0.8987
C -4.5039 0.3572 0.7615
C -4.6491 -1.0039 0.9587
C -3.5480 -1.7754 1.3237
C -2.2783 -1.2157 1.4622
C -2.1298 0.1261 1.2020
H -3.3682 6.6930 0.8191
H -1.2175 7.7908 1.3273
H 0.8090 6.4596 1.7587
H 0.7324 3.9768 1.6719
H -5.3587 0.9781 0.5209
H -5.6233 -1.4626 0.8649
H -3.6713 -2.8338 1.5148
H -1.4488 -1.8227 1.7812
O 0.5851 -0.7054 0.5287
P 0.6111 -1.8545 -0.4893
C -0.0214 -3.3793 0.1936
C 0.5107 -3.8092 1.4152
C 0.0468 -4.9748 1.9987
C -0.9431 -5.7201 1.3644
C -1.4687 -5.2999 0.1525
C -1.0112 -4.1275 -0.4366
C 2.3116 -2.1464 -0.9535
C 3.0375 -1.0661 -1.4632
C 4.3687 -1.2211 -1.8003
C 4.9867 -2.4564 -1.6288
C 4.2686 -3.5343 -1.1397
C 2.9290 -3.3842 -0.7995
C -0.2858 -1.4994 -1.9955
C 0.0241 -2.2204 -3.1506
C -0.6838 -1.9952 -4.3195
C -1.7039 -1.0520 -4.3434
C -2.0214 -0.3369 -3.1969
C -1.3150 -0.5608 -2.0241
H 1.2829 -3.2252 1.9044
H 0.4618 -5.3128 2.9388
H -1.2999 -6.6355 1.8177
H -2.2335 -5.8857 -0.3395
H -1.4304 -3.7984 -1.3783
H 2.5480 -0.1112 -1.6038
H 4.9296 -0.3874 -2.2028
H 6.0319 -2.5755 -1.8812
H 4.7483 -4.4961 -1.0198
H 2.3744 -4.2307 -0.4175
H 0.8236 -2.9523 -3.1353
H -0.4437 -2.5567 -5.2122
H -2.2573 -0.8808 -5.2571
H -2.8316 0.3813 -3.2164
H -1.5782 -0.0246 -1.1222

=====

No. 3
This record from OMol25 describes a cluster of 2 separate species, C38H30O4 in total. The level of theory is the ωB97M-V functional and the def2-TZVPD basis.

Summary:
Energy in eV: -48079.478
Total charge: 0
ΔE to the lowest compared entry with this formula, charge and spin in kcal per mole: 44.56

Cartesian coordinates (Å):
C -5.5520 1.0512 2.8709
C -4.8067 -0.2781 2.7129
C -3.3873 0.1111 2.9741
C -3.3312 1.5221 3.0626
O -4.5427 2.1321 2.9417
C -2.1389 2.1760 3.4214
C -1.0513 1.3989 3.7231
C -1.0239 -0.0278 3.5041
C 0.2027 -0.7681 3.5349
C 1.4080 -0.1796 3.0627
C 2.7077 -0.7138 3.3428
C 3.8332 0.0246 3.0304
C 3.7006 1.3218 2.4700
O 4.8591 2.0267 2.3861
C 5.9353 1.1346 2.8596
C 5.3000 -0.2200 3.2082
C 2.4531 1.8261 2.0751
C 1.3640 1.0166 2.2498
C -2.2486 -0.6372 3.1474
H -6.2338 1.2599 2.0391
H -6.1033 1.0669 3.8201
H -5.1500 -1.0385 3.4200
H -4.9475 -0.6884 1.7046
H -2.1275 3.2654 3.4540
H -0.1553 1.8892 4.1057
H 0.2068 -1.7881 3.9109
H 2.8245 -1.6798 3.8364
H 6.6727 1.0512 2.0500
H 6.3960 1.5955 3.7451
H 5.5462 -0.5307 4.2259
H 5.6752 -0.9948 2.5273
H 2.3968 2.8085 1.6143
H 0.4131 1.3373 1.8219
H -2.3088 -1.7080 3.0075
C 1.0738 -4.1626 0.9778
C -0.3044 -3.9615 1.0737
C -0.9114 -3.8887 2.3218
C -0.1553 -4.1003 3.4963
C -0.7473 -4.2369 4.8137
C -2.0116 -3.6057 5.1682
C -2.4292 -3.4952 6.6062
C -1.5499 -3.3945 7.6934
C -2.0437 -3.4801 8.9972
C -3.4214 -3.6345 9.2209
C -4.3043 -3.6692 8.1343
C -3.8095 -3.5606 6.8357
O -2.8367 -3.2153 4.3215
C -0.4951 -5.4758 5.5683
C 0.4862 -6.5423 5.0994
C 0.3462 -7.1266 3.8399
C 1.0179 -8.3154 3.5312
C 1.8152 -8.9310 4.4997
C 1.9802 -8.3379 5.7597
C 1.3160 -7.1488 6.0547
O -1.1410 -5.8274 6.5663
C 1.2546 -4.1787 3.3854
C 1.8598 -4.2079 2.1366
H 1.5548 -4.2598 0.0051
H -0.9202 -3.8678 0.1790
H -1.9824 -3.7302 2.4156
H -0.4782 -3.3047 7.5128
H -1.3482 -3.4763 9.8394
H -3.8083 -3.7506 10.2358
H -5.3800 -3.8007 8.2722
H -4.4833 -3.6031 5.9781
H -0.2847 -6.6453 3.0891
H 0.8861 -8.7576 2.5408
H 2.3033 -9.8801 4.2822
H 2.6020 -8.8017 6.5295
H 1.4174 -6.6834 7.0364
H 1.8463 -4.2184 4.3076
H 2.9481 -4.2873 2.0817

=====

Per-record gap between HOMO and LUMO, eV: 7.47 7.41 3.90
Per-record LUMO energy, eV: -0.10 -6.43 -2.41
Per-record F_max, eV/Å: 0.91 1.26 1.69